[1]
This record from the Open Molecules 2025 dataset describes a 2-piece molecular cluster, C20H19N4O4 overall in a non-equilibrium geometry. The level of theory is ωB97M-V/def2-TZVPD.

Element x y z (Å)
O -2.222 1.663 0.203
O 3.163 0.632 -0.242
O 2.831 -2.126 2.114
O 0.872 -1.011 2.479
N -1.797 -0.492 -0.395
N -0.753 -0.726 0.219
N -3.946 0.165 0.278
N 4.544 1.541 -6.624
C 3.399 0.797 -1.440
C -7.065 2.587 1.666
C 1.156 -2.144 0.446
C 4.589 0.141 -3.448
C -4.816 2.352 0.904
C -0.226 -2.331 -1.550
C -5.846 3.147 1.349
C -4.985 0.981 0.752
C 3.984 1.189 -4.163
C -6.221 0.427 1.080
C 3.072 2.032 -3.501
C 1.582 -1.689 1.762
C 4.460 -2.258 3.872
C 4.284 1.382 -5.495
C -2.627 0.531 0.039
C 4.312 -0.058 -2.133
C 2.778 1.849 -2.186
C 0.081 -1.720 -0.237
C 3.192 -1.608 3.368
C -7.245 1.225 1.536
H 4.772 -0.854 -1.574
H 0.523 -3.072 -1.833
H -0.258 -1.567 -2.325
H -7.871 3.212 2.016
H 1.775 -2.898 -0.003
H 3.302 -0.522 3.244
H -1.198 -2.821 -1.528
H 2.606 2.832 -4.054
H -4.156 -0.816 0.119
H 5.261 -2.132 3.141
H 2.346 -1.775 4.051
H -5.700 4.210 1.445
H 4.309 -3.332 3.994
H -3.853 2.774 0.676
H 5.283 -0.506 -3.960
H 4.788 -1.842 4.826
H -6.362 -0.635 0.987
H -8.194 0.787 1.796
H 2.077 2.483 -1.670

Atoms 1-6, force components in eV/Å:
O 0.1 -0.4 -0.5
O -0.5 -0.4 1.9
O -1.2 -0.1 -1.0
O 0.9 -0.7 -0.2
N 0.1 -2.5 -1.7
N -0.6 2.0 2.1

The charge is -1. The total energy is -1293.52162 hartree.

Results of the natural (NBO) charge analysis, in e, for atoms 1 through 8: number 1, O, carries -0.5737; number 2, O, carries -0.7362; number 3, O, carries -0.4936; number 4, O, carries -0.5611; number 5, N, carries -0.2447; number 6, N, carries -0.0669; number 7, N, carries -0.6067; number 8, N, carries -0.4614


[2]
This record from the Open Molecules 2025 dataset describes C24H44CaCl3N2O4Si as an isolated structure in a non-equilibrium geometry. The level of theory is ωB97M-V/def2-TZVPD.

Element x y z (Å)
Ca -1.024 -0.037 0.416
Cl -2.480 1.474 -1.089
Cl -3.663 1.821 -4.089
Cl -0.916 -2.691 -0.235
Si -5.356 1.643 -2.853
O -0.354 2.074 1.547
O -2.482 -0.516 2.203
O 0.543 -0.681 2.250
O 1.014 0.256 -0.588
N 2.160 -2.133 2.992
N 1.280 3.014 0.218
C -5.441 -0.140 -2.269
C 2.851 -3.412 2.867
C 3.456 -2.386 -0.876
C 5.363 -2.078 0.568
C 3.665 -0.353 0.414
C -5.371 3.136 -1.704
C 3.303 0.494 -2.900
C -3.226 -1.763 2.070
C 4.639 -2.870 -0.325
C 3.741 1.208 -4.133
C 2.087 -0.016 -2.666
C -3.610 -2.241 3.469
C 3.004 -1.113 -0.541
C 2.702 3.258 0.066
C 0.812 2.439 1.347
C -2.229 -0.218 3.602
C 2.574 -1.264 4.087
C 4.878 -0.819 0.927
C 1.159 -1.762 2.181
C 0.490 3.220 -0.982
C -2.732 -1.410 4.430
C -6.900 1.957 -3.924
C 0.945 0.007 -3.621
C 1.762 -0.596 -1.288
H -3.289 -1.061 5.301
H -5.555 -0.799 -3.141
H -2.759 0.712 3.865
H 3.176 2.469 -0.539
H 1.620 2.281 2.095
H 0.628 -1.014 -3.872
H -5.538 4.042 -2.308
H 2.516 -3.925 1.957
H 0.889 -2.506 1.415
H -0.574 3.022 -0.800
H -4.664 -2.011 3.641
H -4.530 -0.442 -1.737
H -2.538 -2.472 1.570
H 3.166 3.284 1.062
H 2.652 -4.046 3.744
H 0.845 2.544 -1.775
H 1.901 -0.401 4.127
H -3.458 -3.314 3.579
H 4.243 2.129 -3.809
H 4.489 0.621 -4.689
H 4.080 0.375 -2.138
H -4.079 -1.581 1.392
H 2.841 -2.952 -1.582
H -1.874 -2.001 4.769
H 0.651 4.251 -1.321
H 3.937 -3.253 2.811
H 3.225 0.591 0.746
H 4.979 -3.862 -0.611
H 1.242 0.508 -4.539
H 6.291 -2.462 1.000
H -1.148 -0.059 3.712
H 5.446 -0.191 1.613
H 0.064 0.524 -3.218
H 3.612 -0.935 3.937
H -7.793 1.800 -3.301
H -6.957 1.277 -4.783
H 2.920 1.486 -4.809
H -4.429 3.246 -1.153
H -6.308 -0.313 -1.619
H 2.536 -1.825 5.031
H -6.197 3.060 -0.984
H 2.844 4.223 -0.436
H 1.173 -1.515 -1.472
H -6.919 2.990 -4.301

Atoms 1-6, force components in eV/Å:
Ca 1.3 0.1 -0.4
Cl -0.4 -0.1 0.1
Cl -0.6 0.0 -0.2
Cl -0.1 -0.1 -0.1
Si -0.1 0.4 -0.5
O 0.8 0.3 0.0

The value obtained for the relative energy (zero: lowest compared OMol25 entry of this formula, charge and spin) is 0.0 kJ/mol. The charge is -1. The total energy is -3699.39273 hartree.

Results of the Löwdin charge analysis, in e, for atoms 1 through 8: number 1, Ca, carries 0.9765; number 2, Cl, carries -0.1233; number 3, Cl, carries 0.2259; number 4, Cl, carries -0.1818; number 5, Si, carries 0.0965; number 6, O, carries -0.1104; number 7, O, carries -0.3104; number 8, O, carries -0.1156


[3]
This record from the Open Molecules 2025 dataset describes C3H3N5 in the gas phase in a non-equilibrium geometry. The level of theory is ωB97M-V/def2-TZVPD.

Element x y z (Å)
N 1.444 0.217 1.072
N 0.918 1.675 -0.970
N -0.841 0.527 -1.580
N -0.073 1.529 -1.796
N 0.656 -0.763 1.456
C -0.544 -0.939 0.841
C -0.355 -0.095 -0.351
C 0.770 0.638 0.013
H 0.900 -1.367 2.209
H -1.195 -1.785 1.107
H -1.680 0.362 -2.000

Atoms 1-6, force components in eV/Å:
N 0.0 0.2 -0.5
N -1.0 -1.1 0.3
N 2.7 -2.8 5.9
N 2.4 2.8 -0.9
N -1.6 -0.9 1.2
C 0.9 0.2 -3.2

The value obtained for the relative energy (zero: lowest compared OMol25 entry of this formula, charge and spin) is 187.3 kJ/mol. The charge is 0. Its structure (SMILES) is c1[nH]nc2nn[nH]c12. The total energy is -389.79733 hartree.

Results of the natural (NBO) charge analysis, in e, for atoms 1 through 8: number 1, N, carries -0.2481; number 2, N, carries -0.2306; number 3, N, carries -0.3348; number 4, N, carries 0.0055; number 5, N, carries -0.2769; number 6, C, carries -0.0950; number 7, C, carries -0.0320; number 8, C, carries 0.1674


[4]
This record from the Open Molecules 2025 dataset describes C20H20ClF3IN3O5S3Ti as an isolated structure. The level of theory is ωB97M-V/def2-TZVPD.

Element x y z (Å)
I -1.989 -4.079 1.173
Ti 0.609 0.250 0.322
Cl -1.167 0.075 -4.108
S -1.199 -0.072 3.554
S -1.349 1.715 1.054
S -2.618 2.399 3.632
F 0.321 4.021 -2.059
F 0.294 3.147 -4.036
F 2.168 3.767 -3.152
O 0.590 1.575 -1.185
O 3.280 -2.821 0.488
O -0.398 -1.009 1.148
O 2.281 -0.814 0.667
O 1.865 1.009 -2.953
N 0.784 -1.216 -1.360
N 1.588 -2.271 -0.907
N 0.105 -2.269 3.075
C 0.975 3.197 -2.882
C -2.642 -0.881 -4.080
C -4.240 -2.250 -2.956
C -3.298 -1.083 -5.273
C 5.395 1.741 0.429
C -3.061 -1.432 -2.829
C 2.461 -1.989 0.130
C 4.193 3.588 -0.504
C 5.382 2.885 -0.360
C -1.751 1.359 2.668
C -4.891 -2.455 -4.146
C 3.036 1.998 0.927
C 4.243 1.304 1.062
C -4.444 -1.872 -5.341
C 3.043 3.152 0.134
C -2.176 -2.194 2.186
C -2.409 -1.254 -1.620
C 1.182 1.771 -2.301
C 1.778 1.555 1.572
C -0.852 -1.467 2.355
H 2.116 3.704 0.014
H -5.778 -3.082 -4.155
H 6.281 3.217 -0.864
H 1.871 -2.962 -1.582
H 1.145 2.408 1.807
H -2.620 -2.416 3.149
H -2.899 -0.618 -6.168
H -2.842 -1.584 1.582
H 4.261 0.397 1.651
H 6.313 1.176 0.544
H -2.833 -1.704 -0.732
H -1.674 -0.468 -1.478
H 1.162 -0.777 -2.200
H -4.621 -2.713 -2.051
H -0.177 -1.551 -1.531
H 0.990 -1.772 3.097
H 0.260 -3.133 2.563
H 1.944 0.952 2.467
H 4.156 4.475 -1.125
H -4.960 -2.026 -6.280

Atoms 1-6, force components in eV/Å:
I 0.0 0.0 0.0
Ti 0.3 0.0 -0.1
Cl 0.0 0.0 0.0
S 0.0 0.0 0.0
S 0.0 0.0 0.0
S 0.0 0.0 0.0

The value obtained for the relative energy (zero: lowest compared OMol25 entry of this formula, charge and spin) is 0.0 kJ/mol. The charge is -2. The total energy is -4416.34556 hartree.

Results of the natural (NBO) charge analysis, in e, for atoms 1 through 8: number 1, I, carries 0.0363; number 2, Ti, carries 1.7463; number 3, Cl, carries -0.0773; number 4, S, carries 0.2577; number 5, S, carries -0.0610; number 6, S, carries -0.1743; number 7, F, carries -0.3148; number 8, F, carries -0.3177


[5]
This record from the Open Molecules 2025 dataset describes a 2-piece molecular cluster, C3H13N4 overall in a non-equilibrium geometry. The level of theory is ωB97M-V/def2-TZVPD.

Element x y z (Å)
N -0.818 -0.121 1.700
N -1.165 -2.576 1.290
N -0.312 2.406 -0.117
N 1.638 -0.258 -1.858
C -0.819 -1.283 0.798
C 0.118 1.345 -0.910
C 1.398 1.077 -1.253
H -0.022 -0.354 2.378
H -0.777 0.700 -1.095
H 0.433 3.079 0.057
H -2.135 -2.744 1.588
H 2.049 -0.272 -2.836
H -0.598 -2.901 2.094
H 0.754 -0.755 -1.955
H -1.592 -0.245 2.332
H -0.822 2.112 0.669
H 2.338 1.632 -1.188
H 2.256 -0.840 -1.331
H -1.640 -1.064 0.087
H 0.177 -1.337 0.284

Atoms 1-6, force components in eV/Å:
N 2.4 -1.1 1.6
N 0.4 -1.4 1.6
N 2.2 0.5 -2.6
N -0.2 0.3 -2.5
C -1.3 0.3 -0.8
C -0.7 0.5 1.7

The value obtained for the relative energy (zero: lowest compared OMol25 entry of this formula, charge and spin) is 292.5 kJ/mol. The charge is +1. The total energy is -340.83205 hartree.

Results of the natural (NBO) charge analysis, in e, for atoms 1 through 8: number 1, N, carries -0.8570; number 2, N, carries -0.8527; number 3, N, carries -0.7772; number 4, N, carries -0.6700; number 5, C, carries -0.0514; number 6, C, carries 0.0758; number 7, C, carries -0.2267; number 8, H, carries 0.3504


| no. | HOMO level (eV) | orbital gap (eV) | lowest unoccupied orbital energy (Ha) |
| --- | --- | --- | --- |
| 1 | -3.5 | 4.677 | 0.0441 |
| 2 | -4.7 | 7.142 | 0.0901 |
| 3 | -9.2 | 9.873 | 0.0256 |
| 4 | -0.6 | 4.477 | 0.1430 |
| 5 | -12.6 | 9.101 | -0.1279 |